(1)
DFT (ωB97M-V/def2-TZVPD) results for a 2-piece molecular cluster, C6H14OS overall.

Each line ends with the Löwdin charge.
CARTESIAN COORDINATES (ANGSTROEM)
C -1.492 -1.510 -0.909  -0.181
C -0.048 -1.082 -1.137  -0.545
S 1.051 -2.302 -0.314  0.772
C 2.642 -1.560 -0.778  -0.421
H -2.269 -0.809 -1.199  0.073
H -1.589 -1.694 0.162  0.047
H -1.660 -2.474 -1.394  0.068
H 0.158 -0.124 -0.663  0.040
H 0.205 -1.027 -2.197  0.075
H 2.667 -1.611 -1.867  0.028
H 2.721 -0.525 -0.453  0.025
H 3.463 -2.154 -0.389  0.028
C -1.740 2.185 0.313  0.050
C -0.925 1.498 1.118  -0.494
O -1.320 0.311 1.667  0.012
C 0.443 1.962 1.492  -0.040
H -1.388 3.020 -0.269  0.056
H -2.783 1.898 0.267  0.065
H -0.537 -0.218 1.855  0.094
H 0.672 2.852 0.909  0.083
H 0.546 2.173 2.555  0.089
H 1.183 1.191 1.229  0.075

Output
Orbital gap = 0.345 hartree
LUMO level = 0.029 Eh
Structure (SMILES) = C=C(C)O.CCSC
HOMO energy = -8.58 eV
DFT total energy = -710.39996 Eh
Energy above the lowest of the compared OMol25 structures with the same formula, charge and spin = 0.452 eV
Strongest force on any atom = 1.01 eV/A


(2)
DFT (ωB97M-V/def2-TZVPD) results for one molecule with the formula C6H14OSi.

Each line ends with the Löwdin charge.
CARTESIAN COORDINATES (ANGSTROEM)
C -1.152 -0.741 -0.377  -0.185
C -2.211 0.127 -0.910  -0.517
C -2.478 1.476 -0.085  -0.018
C 1.942 -1.710 -1.075  -0.164
C 1.026 -0.359 2.011  -0.219
C 1.334 1.233 -0.282  -0.218
O -3.011 -0.237 -1.751  0.046
Si 0.803 -0.529 0.080  0.659
H -1.651 -0.830 0.623  0.090
H -1.242 -1.752 -0.805  0.075
H -1.784 2.275 -0.468  0.078
H -3.565 1.630 -0.248  0.082
H -2.111 1.348 0.976  0.078
H 2.194 -0.906 -1.814  0.027
H 2.845 -2.084 -0.597  0.009
H 1.520 -2.604 -1.539  0.014
H 2.076 -0.116 2.293  0.034
H 0.317 0.343 2.585  0.055
H 0.704 -1.344 2.411  0.011
H 1.204 1.730 0.642  -0.001
H 2.373 1.236 -0.573  0.021
H 0.864 1.814 -1.097  0.040

Output
Orbital gap = 0.368 hartree
LUMO level = 0.024 Eh
Structure (SMILES) = CC(=O)C[Si](C)(C)C
HOMO energy = -9.35 eV
DFT total energy = -601.71605 Eh
Energy above the lowest of the compared OMol25 structures with the same formula, charge and spin = 2.315 eV
Strongest force on any atom = 2.64 eV/A


(3)
DFT (ωB97M-V/def2-TZVPD) results for a 2-piece molecular cluster, C6H14S2 overall.

Each line ends with the Löwdin charge.
CARTESIAN COORDINATES (ANGSTROEM)
C 2.080 2.293 0.965  -0.110
C 1.910 0.912 1.518  -0.187
C 1.186 -0.041 0.947  -0.197
C 0.998 -1.419 1.505  -0.101
H 1.504 2.412 0.047  0.069
H 1.730 3.042 1.679  0.069
H 3.128 2.514 0.752  0.069
H 2.413 0.679 2.454  0.100
H 0.708 0.171 -0.005  0.061
H 1.567 -1.547 2.424  0.070
H -0.056 -1.616 1.714  0.058
H 1.316 -2.177 0.786  0.072
C -0.932 -0.883 -3.387  -0.503
S -2.345 -1.135 -2.296  0.436
S -2.025 0.494 -1.049  0.431
C -2.711 -0.201 0.470  -0.489
H -0.920 0.135 -3.772  0.025
H 0.007 -1.085 -2.873  0.027
H -1.047 -1.577 -4.217  0.028
H -2.343 -1.213 0.614  0.015
H -2.371 0.434 1.287  0.031
H -3.797 -0.190 0.438  0.026

Output
Orbital gap = 0.318 hartree
LUMO level = 0.024 Eh
Structure (SMILES) = C/C=C/C.CSSC
HOMO energy = -8.02 eV
DFT total energy = -1033.35069 Eh
Energy above the lowest of the compared OMol25 structures with the same formula, charge and spin = 0.799 eV
Strongest force on any atom = 0.22 eV/A